No. 1
The following is a DFT calculation (ωB97M-V with the def2-TZVPD basis set) of 2 unconnected molecules or ions with the total composition C6H6N2O2.

Structure (XYZ):
```
16
Properties=species:S:1:pos:R:3:forces:R:3
O 1.872076 1.151886 -1.862084 -2.291 -0.032 0.040
C 0.789481 0.932961 -1.284867 4.542 2.134 2.022
C 0.452069 1.825302 -0.059064 -2.594 1.528 0.902
C -0.605255 1.447088 0.775675 3.093 -2.668 -2.854
N -0.940627 0.078989 0.554926 -4.074 1.446 2.896
C -0.761089 -0.701024 -0.486839 -0.670 -2.871 -2.405
O -1.341540 -1.811089 -0.578728 1.366 1.926 -0.034
N 0.148904 -0.241147 -1.453504 -2.302 1.345 2.481
H 0.882653 2.885689 0.114684 -0.495 -2.165 -0.966
H -1.078575 1.851141 1.655496 0.345 0.479 -0.052
H -1.508204 -0.460604 1.320135 1.190 1.998 -2.247
H 0.517707 -0.813623 -2.137837 0.538 -1.638 -1.565
C -0.075617 -1.741364 1.973045 -0.125 -0.907 1.066
C 0.558077 -0.833424 2.470595 -0.473 -2.336 0.028
H -0.809463 -2.491111 1.525062 1.734 1.438 0.723
H 1.147662 -0.139996 3.007735 0.215 0.323 -0.036
```
Positions in Å, forces in eV/Å.

## Properties
**SMILES string**: O=c1cc[nH]c(=O)[nH]1.C#C
**HOMO-LUMO gap**: 9.33 eV
**2S+1**: 1
**Electronic energy**: -492.1120 Eh
**Energy above the lowest of the compared OMol25 structures with the same formula, charge and spin**: 82.5 kcal per mole



No. 2
The following is a DFT calculation (ωB97M-V with the def2-TZVPD basis set) of a molecular structure, C4H3LiMnO2.

Structure (XYZ):
```
11
Properties=species:S:1:pos:R:3:forces:R:3
Mn 2.742092 0.685780 1.829984 -1.186 -0.266 -0.589
O 1.022640 0.623874 0.262058 3.583 -0.087 0.363
C 0.689633 -0.680719 -0.218818 -0.268 -1.299 -0.199
H 1.166051 -1.134642 -1.101711 0.731 0.746 0.131
H 0.797258 -1.424247 0.586887 -0.090 0.096 -0.186
C -2.010202 -0.685225 -0.148166 0.112 1.261 1.212
C -0.756721 -0.452085 -0.545774 0.524 1.701 2.835
C -1.223089 0.801747 0.004333 -4.892 -0.673 -4.384
O -1.671846 1.921943 -0.080058 1.918 -1.102 1.501
Li 1.897554 1.780123 -0.895104 -0.737 -0.103 -0.100
H -2.653369 -1.436551 0.306367 0.306 -0.273 -0.581
```
Positions in Å, forces in eV/Å.

## Properties
**Net charge**: +1
**HOMO-LUMO gap (alpha / beta)**: 6.27 / 5.41 eV
**2S+1**: 7
**Electronic energy**: -1462.7686 Eh
**Energy above the lowest of the compared OMol25 structures with the same formula, charge and spin**: 0.0 kcal per mole



No. 3
The following is a DFT calculation (ωB97M-V with the def2-TZVPD basis set) of a molecular structure, C6H8HgNaO6.

Structure (XYZ):
```
22
Properties=species:S:1:pos:R:3:forces:R:3
O -3.327573 2.172864 0.682785 -1.028 0.323 0.218
C -2.377504 1.965822 -0.213494 2.923 -1.659 1.412
C -3.722795 3.558284 0.673166 -0.192 -0.130 -0.072
O -1.983987 3.091686 -0.796778 -0.276 0.692 -0.658
C -2.647248 4.219574 -0.195633 0.021 -0.093 -0.186
H -3.731312 3.920435 1.704943 -0.036 -0.109 -0.234
H -4.725713 3.621038 0.236478 0.206 0.064 0.135
H -1.905150 4.778299 0.385466 -0.168 -0.118 -0.137
H -3.054481 4.844409 -0.995357 0.090 -0.080 0.222
O -1.727389 0.933066 -0.263874 -1.611 1.660 -0.335
Hg -1.378897 -1.231490 -1.599370 0.572 -0.773 -0.092
C 0.547484 -2.389600 -0.082678 0.189 -1.312 1.979
C 2.002173 -2.400280 -0.398187 1.662 0.383 -0.768
O 2.768257 -3.230409 0.566881 -1.453 0.400 0.190
C 4.088952 -3.394203 0.400524 0.364 -1.299 -1.077
O 4.693109 -2.777074 -0.517669 0.221 0.594 0.143
O 4.620076 -4.307804 1.093597 0.130 0.604 0.362
H 0.389143 -1.946222 0.920595 -0.328 0.265 -0.756
H 0.170729 -3.429902 -0.019319 -0.193 0.626 -0.515
H 2.455181 -1.397861 -0.354002 -0.251 -0.259 -0.127
H 2.218057 -2.818965 -1.393508 -0.116 0.179 0.273
Na 6.628887 -3.781668 0.165434 -0.725 0.040 0.027
```
Positions in Å, forces in eV/Å.

## Properties
**HOMO-LUMO gap (alpha / beta)**: 6.28 / 7.57 eV
**2S+1**: 2
**Electronic energy**: -1000.5738 Eh
**Energy above the lowest of the compared OMol25 structures with the same formula, charge and spin**: 0.0 kcal per mole